# 1
A cluster of 3 separate species, C19H32O3P in total, computed with ωB97M-V/def2-TZVPD.

Calculated values
2S+1: 1
calculated total energy: -1310.0559 Ha
charge: -1
molar mass: 339.44 g/mol

Last column: natural (NBO) charge in e.
Geometry (Å):
C1 -0.5254 2.7879 -0.4962  -0.66
C2 -1.9602 2.3427 -0.2536  -0.05
O1 -2.0119 0.9878 0.1520  -0.54
C3 -2.4408 0.6925 1.4577  -0.09
C4 -1.2920 0.4823 2.4533  -0.12
O2 -1.1360 -0.8839 2.8149  -0.56
C5 -0.2865 -1.5542 1.8753  -0.11
C6 1.1790 -1.1129 2.0275  -0.09
O3 1.6330 -0.2843 0.9962  -0.56
C7 1.8924 -0.9547 -0.2373  -0.38
P1 2.3206 0.2809 -1.6647  0.50
H1 0.0796 1.9367 -0.8233  0.27
H2 -0.4785 3.5565 -1.2724  0.20
H3 -0.0673 3.1939 0.4091  0.19
H4 -2.4478 2.9611 0.5145  0.15
H5 -2.5512 2.4405 -1.1718  0.16
H6 -3.0198 -0.2348 1.4174  0.19
H7 -3.1142 1.4870 1.8156  0.16
H8 -1.4562 1.0381 3.3818  0.17
H9 -0.3725 0.8562 1.9852  0.22
H10 -0.4240 -2.6229 2.0506  0.18
H11 -0.6166 -1.3197 0.8545  0.20
H12 1.8305 -1.9972 2.1313  0.16
H13 1.2493 -0.5372 2.9571  0.18
H14 2.7401 -1.6493 -0.0877  0.14
H15 1.0068 -1.5340 -0.5501  0.14
H16 3.6586 -0.3699 -1.8396  -0.23
H17 1.7356 -0.7042 -2.6325  -0.22
H18 0.9737 0.8991 -1.4759  -0.20
H19 2.9035 1.2156 -0.6771  -0.19
H20 2.6263 1.1980 -2.7730  -0.16
C8 6.5070 1.1791 -4.5808  -0.22
C9 6.0318 1.4260 -5.8627  -0.23
C10 5.0309 0.6253 -6.3935  -0.23
C11 4.5114 -0.4240 -5.6456  -0.20
C12 4.9904 -0.6752 -4.3681  -0.19
C13 5.9849 0.1324 -3.8346  -0.20
H21 7.2736 1.8162 -4.1561  0.20
H22 6.4302 2.2519 -6.4402  0.20
H23 4.6454 0.8265 -7.3860  0.20
H24 3.7168 -1.0377 -6.0512  0.21
H25 4.5623 -1.4668 -3.7690  0.23
H26 6.3274 -0.0419 -2.8230  0.22
C14 -4.6691 -0.4461 3.9400  -0.16
C15 -6.0010 -0.1005 4.1209  -0.22
C16 -6.9716 -1.0918 4.1830  -0.23
C17 -6.6070 -2.4260 4.0624  -0.22
C18 -5.2736 -2.7683 3.8787  -0.22
C19 -4.3013 -1.7790 3.8175  -0.23
H27 -3.9073 0.3215 3.8906  0.20
H28 -6.2837 0.9413 4.2101  0.21
H29 -8.0120 -0.8245 4.3214  0.20
H30 -7.3638 -3.1996 4.1073  0.21
H31 -4.9910 -3.8090 3.7787  0.21
H32 -3.2590 -2.0273 3.6614  0.24


# 2
An isolated molecule of C6H7FS in a non-equilibrium geometry, computed with ωB97M-V/def2-TZVPD.

Calculated values
energy above the lowest of the compared OMol25 structures with the same formula, charge and spin: 54.1 kcal per mole
2S+1: 1
charge: 0
molar mass: 130.19 g/mol

Last column: natural (NBO) charge in e.
Geometry (Å):
C1 -0.9338 -0.4538 2.8402  -0.67
C2 -1.0015 -0.3638 1.3761  -0.03
C3 -0.0336 0.0097 0.4498  -0.19
C4 -0.4653 0.3778 -0.9172  -0.29
C5 1.3579 0.2258 0.7532  -0.34
C6 2.4366 0.0823 -0.0308  0.28
H1 -1.5558 -1.2727 3.3136  0.24
H2 -1.2563 0.5961 3.2786  0.24
H3 0.1064 -0.6454 3.0690  0.22
H4 -1.9933 -0.5888 1.0435  0.21
H5 0.1474 1.1570 -1.5437  0.22
H6 1.6655 0.7351 1.6510  0.23
H7 3.4432 0.2112 0.2711  0.17
F1 2.3949 -0.1691 -1.3025  -0.32
S1 -1.8920 0.1288 -1.6368  0.03


# 3
A cluster of 2 separate species, H3NOS in total in a non-equilibrium geometry, computed with ωB97M-V/def2-TZVPD.

Calculated values
energy above the lowest of the compared OMol25 structures with the same formula, charge and spin: 69.7 kcal per mole
2S+1: 1
charge: 0
molar mass: 65.10 g/mol

Last column: natural (NBO) charge in e.
Geometry (Å):
N1 -1.5764 0.4309 0.4152  -0.60
O1 0.6678 -0.5237 0.4779  -0.74
S1 1.8922 0.2652 0.1174  0.71
H1 -2.0180 -0.5513 0.5980  0.31
H2 -1.1673 0.4589 -0.4576  0.29
H3 2.2017 -0.0799 -1.1510  0.02


# 4
An isolated molecule of C7H14BrNS in a non-equilibrium geometry, computed with ωB97M-V/def2-TZVPD.

Calculated values
2S+1: 1
calculated total energy: -3302.0113 Ha
charge: 0
molar mass: 224.17 g/mol

Last column: natural (NBO) charge in e.
Geometry (Å):
C1 2.3419 -0.7075 -0.1099  0.04
C2 0.0887 1.7327 1.3095  -0.63
C3 0.0856 1.8338 -1.2195  -0.63
C4 -0.2515 -1.6969 1.4032  -0.62
C5 -0.1116 -2.0715 -1.1494  -0.64
C6 0.7683 1.2467 0.0386  -0.07
C7 -0.1079 -1.1334 0.0043  -0.04
N1 1.0391 -0.1935 0.0349  -0.47
S1 2.7490 -2.2710 -0.1924  -0.02
Br1 3.8885 0.6474 -0.3698  -0.02
H1 -0.9498 1.6007 1.4073  0.21
H2 0.5843 1.1673 2.1868  0.22
H3 0.2758 2.8626 1.3218  0.23
H4 -0.9669 1.6965 -1.0599  0.20
H5 0.4380 1.2748 -2.1421  0.23
H6 0.2604 3.0537 -1.4420  0.23
H7 -1.0297 -2.4730 1.5291  0.22
H8 0.7351 -2.1146 1.5207  0.23
H9 -0.5061 -0.7634 2.0601  0.21
H10 0.2546 -3.0698 -1.0248  0.23
H11 0.3709 -1.6328 -2.0495  0.23
H12 -1.1475 -2.3195 -1.5249  0.22
H13 1.8214 1.6698 0.0208  0.24
H14 -0.9923 -0.4186 -0.0384  0.20